80
Properties=species:S:1:pos:R:3 method="wB97M-V/def2-TZVPD" charge=+1 spin_multiplicity=1 homo_lumo_gap_ev=6.3 lumo_ev=-4.2
C 0.1649 -0.6754 2.4906
C 0.7561 -0.0615 1.0633
O 0.1885 1.2868 0.7465
N -1.1424 1.1296 0.8526
C -1.8967 1.6395 -0.3553
N -1.9525 0.6802 -1.5630
C -0.7504 0.9390 -2.4436
N 0.1476 -0.2560 -2.6747
C 1.6110 0.0977 -2.4828
P -2.0585 -1.0090 -1.0033
N -2.7963 -1.9592 -2.3284
O -3.1637 -1.1688 0.3717
N -2.5241 2.8669 -0.4640
C -2.4661 3.8773 0.6758
B -3.7641 3.8061 1.7011
O -4.9699 4.6936 1.5429
O -3.8512 2.8531 2.8637
C -3.2961 3.3302 -1.7134
C -4.6423 2.4463 -2.0200
C -5.9639 2.3059 -1.0599
C -7.2616 1.3360 -1.4598
C -7.2350 0.4743 -2.8578
C -5.9313 0.6463 -3.8400
C -4.6475 1.6024 -3.4632
H -0.9652 -1.0105 2.4152
H 0.7553 -1.6486 2.8459
H 0.3119 0.1744 3.2999
H 0.5567 -0.8543 0.2165
H 1.9391 -0.0282 1.1973
H -1.5257 1.4837 1.7561
H -0.1858 1.8779 -1.9725
H -1.1287 1.3191 -3.5077
H 0.0331 -0.4913 -3.7068
H 2.0458 -0.2379 -1.4243
H 1.8128 1.2522 -2.6535
H 2.2752 -0.4609 -3.2972
H -2.6446 -2.9676 -2.0446
H -2.1496 -1.8444 -3.1659
H -3.8518 -0.4351 0.2034
H -2.4472 4.9805 0.2495
H -1.5050 3.7139 1.3474
H -4.7584 5.4327 0.8893
H -4.2889 2.0320 2.4495
H -2.5428 3.2420 -2.6213
H -3.6200 4.4656 -1.5677
H -6.0357 2.8946 -0.0511
H -8.2062 1.2678 -0.7350
H -8.1316 -0.2540 -3.1571
H -5.8756 0.0529 -4.8606
H -3.7350 1.6855 -4.2182
C 7.6922 1.4243 0.2151
C 6.2571 1.1911 -0.2261
O 5.5172 0.3625 0.6670
C 5.3523 0.8476 1.9972
C 4.5956 2.1617 2.0713
H 8.1953 0.4720 0.4137
H 8.2466 1.9644 -0.5585
H 7.7376 2.0152 1.1341
H 6.2681 0.6747 -1.1912
H 5.7346 2.1386 -0.3865
H 6.3231 0.9199 2.4987
H 4.7807 0.0843 2.5363
H 5.1670 2.9794 1.6222
H 4.3944 2.4294 3.1135
H 3.6450 2.0927 1.5334
C 0.8820 -6.2390 0.5870
C 1.7505 -5.0131 0.3603
O 1.6781 -4.0633 1.4206
C 2.1079 -4.5082 2.7048
C 3.5671 -4.9259 2.7421
H -0.1484 -5.9461 0.8147
H 0.8819 -6.8767 -0.3024
H 1.2448 -6.8368 1.4277
H 1.4008 -4.4993 -0.5409
H 2.7906 -5.2954 0.1731
H 1.4563 -5.3102 3.0672
H 1.9687 -3.6631 3.3877
H 3.7426 -5.8240 2.1425
H 3.8764 -5.1455 3.7689
H 4.2074 -4.1342 2.3409

80
Properties=species:S:1:pos:R:3 method="wB97M-V/def2-TZVPD" s_squared=0.752 charge=+3 spin_multiplicity=2 homo_lumo_gap_ev="7.0 / 4.7" lumo_ev="-7.2 / -9.4"
C -7.5679 0.7573 5.4398
C -6.0926 0.4899 5.2027
O -5.3591 0.1556 6.1207
N -5.4958 1.0302 3.9070
H -6.0660 1.7052 3.4178
H -4.7397 1.6362 4.1918
C -5.0011 -0.0722 2.8457
H -7.8500 1.1262 6.4259
H -8.0666 -0.0951 4.9787
H -7.9002 1.5111 4.7260
H -4.8778 -0.8808 3.5661
H -4.0097 0.1838 2.4719
H -5.7121 -0.3603 2.0714
C 7.1272 -0.1754 4.2363
C 5.8621 -0.6803 3.5894
O 5.6445 -1.8761 3.3525
N 4.7101 0.3384 3.5284
H 4.4084 0.3590 4.4921
H 5.0643 1.2509 3.2793
C 3.6066 -0.0460 2.4733
H 7.8080 -1.0260 4.2020
H 6.9883 0.1339 5.2722
H 7.5792 0.6663 3.7115
H 3.2604 -1.0500 2.7188
H 3.9696 0.0027 1.4467
H 2.7160 0.5416 2.6957
C -0.7144 -0.9626 1.4457
C 0.0559 -0.5229 0.2895
O 1.1250 0.0195 0.3637
N -0.4559 -0.9264 -1.1376
H -1.4647 -0.8926 -1.1719
H 0.0049 -0.3480 -1.8254
C -0.1623 -2.4241 -1.4894
H -1.0537 -1.9807 1.2549
H -1.6014 -0.3291 1.4330
H -0.2800 -0.9212 2.4445
H -0.6934 -2.7467 -2.3849
H -0.4715 -3.0346 -0.6411
H 0.9144 -2.4369 -1.6586
C 1.1639 3.2421 0.3260
C 0.1988 4.2019 -0.3080
N -1.1337 3.7789 -0.1827
C -1.8314 3.8869 0.9918
C -3.1195 3.4691 0.6459
N -3.2158 3.1842 -0.6981
C -1.9227 3.2630 -1.1281
C -4.4298 2.6634 -1.3357
H 2.1795 3.5467 0.5790
H 1.2116 2.3382 -0.2813
H 0.7832 2.9729 1.3113
H 0.4368 4.2700 -1.3695
H 0.3241 5.1973 0.1180
H -1.3430 4.3249 1.8498
H -3.9813 3.4753 1.2968
H -1.6162 3.0659 -2.1447
H -4.1096 1.8353 -1.9680
H -4.9928 3.4310 -1.8667
H -5.1553 2.5050 -0.5377
C 2.6575 -4.9234 -3.2632
C 3.3116 -4.4330 -4.5312
N 3.0257 -3.0004 -4.6772
C 3.4076 -2.0844 -3.6986
C 3.0127 -0.9187 -4.2518
N 2.4076 -1.1045 -5.4294
C 2.3363 -2.4027 -5.7258
C 1.8552 -0.1104 -6.2959
H 1.6896 -4.4630 -3.0648
H 3.2096 -4.9019 -2.3236
H 2.4595 -5.9911 -3.3575
H 3.1323 -4.7804 -5.5487
H 4.3821 -4.6141 -4.4344
H 3.9236 -2.2271 -2.7606
H 3.1169 0.0970 -3.8998
H 1.8838 -2.8818 -6.5815
H 2.3303 -0.1441 -7.2764
H 2.0645 0.9066 -5.9644
H 0.8068 -0.3734 -6.4367
Cl 0.4348 1.3029 -3.1869
Cl -3.9560 -0.9160 -0.8997
Cl -2.1477 -4.8076 1.0240

74
Properties=species:S:1:pos:R:3 method="wB97M-V/def2-TZVPD" charge=+4 spin_multiplicity=1 homo_lumo_gap_ev="3.9 / 3.9" de_lowest_kcal_mol=6.2 lumo_ev="-15.3 / -15.3"
Hf 0.0839 -0.1132 0.2145
P -2.2629 -0.9504 -0.8165
P 1.0585 -2.4402 -0.6472
P -1.2387 2.2965 -0.0087
H 5.0387 2.7047 -1.3184
C 4.2176 3.2187 -0.8017
C 3.9098 2.9148 0.4789
H 4.4670 2.1360 1.0115
C -2.6552 -0.5794 -2.5680
C -2.8061 -2.7168 -0.8430
C -3.7622 -0.3103 0.0210
C 2.7963 -2.9961 -0.4954
C 0.2017 -3.9681 -0.1008
C 0.7590 -2.4249 -2.4603
C -0.1547 3.7160 0.2713
C -2.4223 2.4983 1.3503
C -2.1837 2.7573 -1.4917
H 3.7815 4.0957 -1.2906
H 3.2172 3.5331 1.0642
H -3.6350 -1.0123 -2.8084
H -1.9071 -1.0291 -3.2289
H -2.6881 0.4958 -2.7545
H -3.8351 -2.7458 -1.2279
H -2.8118 -3.1422 0.1667
H -2.1790 -3.3357 -1.4938
H -4.6017 -0.9876 -0.1724
H -4.0361 0.6821 -0.3409
H -3.6149 -0.2701 1.1035
H 2.7980 -4.0372 -0.1563
H 3.2890 -2.3779 0.2640
H 3.3393 -2.9065 -1.4400
H 0.0210 -4.6196 -0.9647
H -0.7565 -3.7449 0.3773
H 0.8302 -4.4904 0.6263
H 1.4456 -3.1398 -2.9401
H 0.9460 -1.4207 -2.8766
H -0.2826 -2.7179 -2.6740
H -0.7738 4.5855 0.0384
H 0.7309 3.6953 -0.3678
H 0.1567 3.7535 1.3194
H -2.6523 3.5743 1.3512
H -1.9748 2.2202 2.3132
H -3.3439 1.9307 1.1894
H -2.3136 3.8470 -1.4293
H -3.1582 2.2486 -1.4992
H -1.6169 2.5090 -2.4013
C 2.6592 0.8564 -1.4163
C 2.0530 1.4838 -2.5176
C 2.5531 1.1770 -3.7821
C 3.7531 0.4628 -3.9203
C 4.3530 -0.1351 -2.8068
C 3.8331 0.0908 -1.5390
S 2.0670 1.2141 0.1944
H -0.1793 1.3477 -0.9012
H 1.2186 2.1872 -2.3408
H 1.9899 1.5314 -4.6489
H 4.2451 0.3862 -4.8884
H 5.2378 -0.7663 -2.9087
H 4.3191 -0.2675 -0.6251
C -1.7167 -0.9307 5.3586
N -0.9687 -0.3401 4.2625
C -0.2404 0.9045 4.4848
C -0.9546 -0.8896 3.0729
C -1.7233 -2.1187 2.7449
O -0.2853 -0.2643 2.1418
H -1.4751 -0.3453 6.2429
H -1.4132 -1.9766 5.4815
H -2.7941 -0.8900 5.1488
H 0.8167 0.8033 4.1980
H -0.6884 1.7318 3.9134
H -0.3127 1.1313 5.5510
H -2.7483 -1.8593 2.4189
H -1.2382 -2.6716 1.9258
H -1.7809 -2.7891 3.6120

no.,DFT total energy (eV)
1,-52204.2091
2,-76635.7377
3,-66027.2855